Density functional theory data (ωB97M-V with the def2-TZVPD basis set) for C28H25AsN2O11PPmS as an isolated structure.

Structure (XYZ):
```
70
Properties=species:S:1:pos:R:3:lowdin_charge:R:1
Pm 19.12 -11.40 -2.48 1.6911
O 22.38 -13.63 -1.84 -0.3070
S 21.21 -12.91 -2.19 0.2427
O 21.37 -11.46 -2.72 -0.5081
O 20.27 -12.81 -0.96 -0.4814
O 20.41 -13.48 -3.28 -0.4680
C 13.65 -10.51 -8.75 -0.1201
C 14.17 -11.79 -8.52 -0.1230
C 14.85 -12.07 -7.36 -0.1098
C 15.05 -11.02 -6.43 -0.4079
C 14.33 -9.87 -6.55 -0.1345
C 13.65 -9.57 -7.73 -0.1043
P 16.24 -11.34 -5.09 1.0879
C 15.13 -10.83 -3.74 -0.3721
C 13.81 -11.26 -3.75 -0.1144
C 12.88 -10.85 -2.75 -0.0935
C 13.28 -9.90 -1.82 -0.1005
C 14.60 -9.36 -1.88 -0.0839
C 15.48 -9.77 -2.84 -0.0835
C 17.45 -9.99 -5.36 -0.4478
C 17.28 -8.89 -6.23 -0.1016
C 18.29 -7.95 -6.32 -0.1412
C 19.46 -8.02 -5.59 -0.1112
C 19.71 -9.21 -4.83 -0.1390
C 18.62 -10.08 -4.63 -0.3012
H 13.22 -10.33 -9.78 0.1087
H 14.02 -12.62 -9.25 0.1065
H 15.30 -13.06 -7.19 0.1050
H 14.25 -9.14 -5.72 0.1338
H 13.14 -8.59 -7.81 0.1097
H 13.51 -11.97 -4.50 0.0935
H 11.87 -11.33 -2.70 0.1029
H 12.58 -9.39 -1.12 0.0978
H 14.93 -8.68 -1.08 0.1117
H 16.40 -9.26 -3.10 0.0963
H 16.39 -8.81 -6.81 0.0660
H 18.20 -7.15 -7.08 0.0926
H 20.20 -7.23 -5.71 0.0855
H 20.65 -9.32 -4.25 0.0816
O 17.68 -8.62 0.68 0.0087
C 17.91 -9.68 0.09 -0.6000
O 18.81 -9.90 -0.80 -0.1779
C 17.09 -10.88 0.54 -0.0272
C 16.25 -10.57 1.64 0.0885
C 15.48 -11.58 2.27 -0.1460
C 15.37 -12.84 1.62 0.0853
C 16.02 -13.01 0.40 -0.0726
C 16.91 -12.09 -0.15 -0.3078
O 17.37 -12.33 -1.33 -0.2112
N 15.62 -14.19 -0.40 -0.2746
O 15.33 -15.17 0.30 0.0208
O 15.44 -14.04 -1.66 0.0347
N 14.93 -11.43 3.58 -0.3480
O 15.13 -10.32 4.10 0.0306
O 14.45 -12.47 4.09 0.0141
H 16.45 -9.63 2.13 0.1141
H 14.88 -13.72 2.01 0.1153
C 17.03 -17.32 -2.40 -0.3121
As 18.41 -15.76 -2.58 1.1123
C 19.82 -16.72 -3.56 -0.3535
C 19.07 -15.90 -0.71 -0.3153
H 17.60 -18.25 -2.47 -0.0073
H 16.40 -17.22 -3.25 -0.0342
H 16.49 -17.22 -1.43 0.0046
H 20.30 -17.46 -2.90 0.0163
H 20.53 -15.96 -3.85 -0.0133
H 19.38 -17.23 -4.40 -0.0015
H 19.78 -16.65 -0.46 0.0004
H 18.18 -16.13 -0.08 0.0085
H 19.44 -14.93 -0.38 -0.0107
```

As for the multiplicity: 5. The energy relative to the best compared isomer or geometry (same formula, charge and spin) comes out at 15.9 kJ/mol. Its HOMO-LUMO gap (alpha / beta) is 6.924 / 6.891 eV. Its total energy is -152459.765 eV. For the HOMO energy (alpha / beta), the calculation gives -3.0 / -2.9 eV. Its net charge is -2. The value obtained for the LUMO energy (alpha / beta) is 4.0 / 4.0 eV.

Density functional theory data (ωB97M-V with the def2-TZVPD basis set) for C28H25CdINO5P as an isolated structure.

Structure (XYZ):
```
62
Properties=species:S:1:pos:R:3:lowdin_charge:R:1
Cd -0.24 0.21 2.27 1.3042
O 0.51 2.81 2.13 -0.1406
C 1.50 2.79 3.15 -0.2308
C 2.58 1.76 2.80 -0.1716
N 2.02 0.41 2.82 -0.2140
C 2.65 -0.51 1.87 -0.0697
C 1.62 -1.21 0.97 -0.6309
O 2.29 -2.24 0.19 -0.0067
O 0.53 -1.62 1.60 -0.2930
C 1.94 -0.13 4.20 -0.0881
C 0.53 -0.61 4.70 -0.6802
O 0.53 -1.42 5.60 0.0546
O -0.49 -0.02 4.20 -0.2134
H 0.91 3.20 1.34 0.0869
H 0.98 2.53 4.07 0.1179
H 1.94 3.79 3.26 0.1260
H 3.43 1.86 3.50 0.1310
H 2.93 1.98 1.79 0.1143
H 3.18 -1.32 2.39 0.1364
H 3.37 0.00 1.23 0.1220
H 2.24 0.65 4.91 0.1259
H 2.62 -0.98 4.33 0.1245
I -3.01 1.22 1.41 0.9029
C -2.81 1.98 -0.63 -0.5315
C -3.52 3.15 -0.80 -0.1802
C -3.70 3.71 -2.07 -0.0754
C -3.20 3.06 -3.15 -0.0328
C -2.44 1.88 -3.01 -0.1585
C -1.95 1.24 -4.17 -0.0276
C -1.16 0.14 -4.09 -0.0510
C -0.82 -0.35 -2.82 -0.0775
C -1.30 0.20 -1.66 -0.3060
P -0.66 -0.65 -0.11 0.9807
C -1.39 -2.28 -0.49 -0.3247
C -0.77 -3.49 -0.23 -0.0621
C -1.46 -4.68 -0.40 -0.0701
C -2.79 -4.66 -0.80 -0.0855
C -3.43 -3.45 -1.03 -0.0817
C -2.73 -2.27 -0.88 -0.0993
C 1.18 -0.51 -0.40 -0.3729
C 2.06 -1.59 -1.05 -0.2608
C 3.35 -1.05 -1.61 -0.0039
C 3.63 0.25 -1.65 -0.0845
C 2.67 1.26 -1.25 -0.0819
C 1.51 0.90 -0.69 -0.1016
C -2.17 1.33 -1.71 -0.1963
H -3.97 3.62 0.06 0.0760
H -4.27 4.62 -2.17 0.1081
H -3.38 3.43 -4.15 0.1137
H -2.22 1.66 -5.13 0.1133
H -0.79 -0.35 -4.98 0.1093
H -0.17 -1.21 -2.75 0.1035
H 0.25 -3.51 0.13 0.0978
H -0.97 -5.62 -0.21 0.1054
H -3.33 -5.59 -0.92 0.1020
H -4.47 -3.43 -1.32 0.1034
H -3.25 -1.33 -1.05 0.0956
H 1.57 -2.27 -1.77 0.1406
H 4.07 -1.79 -1.91 0.1127
H 4.59 0.59 -2.01 0.1013
H 2.91 2.29 -1.45 0.1026
H 0.77 1.65 -0.41 0.0922
```

Its HOMO-LUMO gap is 7.707 eV. Its total energy is -63120.993 eV. For the HOMO energy, the calculation gives -7.9 eV. Its net charge is 0. The value obtained for the LUMO energy is -0.2 eV.

Density functional theory data (ωB97M-V with the def2-TZVPD basis set) for C28H25Cl2FIN4O3PtS as an isolated structure.

Structure (XYZ):
```
66
Properties=species:S:1:pos:R:3:lowdin_charge:R:1
Pt -2.47 -1.50 2.17 0.7390
Cl -4.26 -3.00 3.67 0.6729
C -3.31 -3.09 5.14 -0.6170
C -3.98 -3.60 6.24 -0.1255
C -3.33 -3.73 7.45 -0.0837
C -2.00 -3.35 7.55 -0.1215
C -1.36 -2.85 6.43 -0.6829
Cl 0.31 -2.38 6.64 0.6492
C -1.96 -2.69 5.18 -0.6629
S -0.99 -2.05 3.86 0.5993
H -5.02 -3.89 6.13 0.1003
H -3.85 -4.13 8.31 0.1072
H -1.46 -3.44 8.47 0.1031
F 0.18 3.61 -1.79 0.0637
C 0.44 2.29 -1.86 -0.1877
C -0.36 1.42 -1.17 0.0932
C -0.08 0.05 -1.18 -0.0396
C -0.92 -0.86 -0.38 -0.2968
O -1.89 -0.37 0.22 -0.1152
C -0.51 -2.23 -0.37 -0.0097
C 0.55 -2.59 -1.14 0.0478
N 1.30 -1.77 -1.91 0.0101
C 2.42 -2.28 -2.66 -0.2642
C 2.34 -2.31 -4.16 -0.0950
C 2.27 -3.59 -3.37 -0.0721
C 1.02 -0.41 -1.92 -0.1131
C 1.81 0.50 -2.63 0.0612
C 1.54 1.85 -2.61 -0.1445
N 2.37 2.73 -3.35 -0.1061
C 3.80 2.72 -3.05 -0.1234
C 4.56 2.80 -4.38 -0.0675
N 3.64 3.45 -5.38 0.0509
C 2.93 4.62 -4.76 -0.0704
C 1.92 4.06 -3.73 -0.1327
C -1.18 -3.42 0.32 -0.5847
O -0.85 -4.53 -0.05 0.0615
O -2.05 -3.21 1.25 -0.2384
H -1.20 1.78 -0.59 0.1430
H 0.83 -3.64 -1.16 0.1454
H 3.38 -2.07 -2.20 0.1550
H 3.24 -2.10 -4.72 0.1008
H 1.42 -1.96 -4.60 0.1140
H 3.12 -4.25 -3.37 0.1132
H 1.31 -4.08 -3.31 0.1160
H 2.63 0.13 -3.24 0.1124
H 4.07 1.81 -2.52 0.1321
H 4.07 3.56 -2.40 0.1384
H 4.81 1.82 -4.78 0.1348
H 5.46 3.41 -4.32 0.1367
H 2.94 2.76 -5.65 0.1828
H 4.15 3.73 -6.22 0.1853
H 2.45 5.19 -5.54 0.1384
H 3.71 5.23 -4.30 0.1365
H 0.93 3.98 -4.18 0.1398
H 1.87 4.76 -2.90 0.1317
I -5.23 -0.18 0.99 1.0131
C -4.22 0.80 2.52 -0.7574
C -4.72 2.00 2.99 -0.1242
C -4.05 2.64 4.02 -0.0460
C -2.92 2.04 4.55 -0.0355
C -2.48 0.84 4.02 -0.1145
N -3.12 0.22 3.02 -0.1863
H -5.61 2.41 2.55 0.0967
H -4.42 3.58 4.41 0.1172
H -2.37 2.49 5.36 0.1155
H -1.61 0.32 4.39 0.0601
```

The energy relative to the best compared isomer or geometry (same formula, charge and spin) comes out at 0.0 kJ/mol. Its HOMO-LUMO gap is 5.419 eV. Its total energy is -91482.926 eV. For the HOMO energy, the calculation gives -8.8 eV. Its net charge is +1. The value obtained for the LUMO energy is -3.3 eV.

The highest net charge belongs to which entry?
C28H25Cl2FIN4O3PtS

Look up the net charge of the first one.
-2

What is the formula in the first record?
C28H25AsN2O11PPmS

Which formula does entry 3 have?
C28H25Cl2FIN4O3PtS